Entry from the OMol25 dataset: a molecular structure, C42H114BF6HgN11O14S2 at a distorted geometry (ωB97M-V with the def2-TZVPD basis set).

Results
* calculated total energy: -133278.7415 eV
* relative energy (zero: lowest compared OMol25 entry of this formula, charge and spin): 0.0 kJ/mol
* highest occupied orbital energy: -8.43 eV

Geometry as XYZ:
```
191
Properties=species:S:1:pos:R:3:forces:R:3
H 1.13976 -2.90100 -0.62644 -0.22 0.09 0.17
H -2.72760 -2.47996 0.76757 0.06 -0.18 -0.19
C -8.14171 -0.88835 0.13834 0.27 -0.32 -0.61
H -8.64357 0.80022 2.22970 0.11 -0.14 0.06
H 0.05092 -4.18919 -2.60239 -0.07 -0.02 0.03
C -2.61963 -4.08207 -4.80438 -0.22 -0.15 -0.53
N -0.46227 -1.07204 4.79094 0.20 -0.69 0.10
H 2.88403 -0.23843 -1.60515 -0.38 -0.27 0.31
S 1.36709 0.69771 1.10807 1.94 -0.96 0.37
H -6.21850 4.38364 -3.81152 0.07 0.11 0.03
H -2.57007 -1.63715 -5.66973 0.22 -0.13 -0.14
H -1.82746 1.38196 -3.91837 0.37 -0.08 0.00
O -2.74947 -2.90440 -4.04840 -0.01 -0.10 -0.14
H 0.77290 -1.46223 3.12609 0.07 0.17 0.13
H 5.31249 4.42752 -1.31931 -0.10 0.18 0.01
H -1.23180 -3.59614 3.91472 -0.19 0.09 0.01
H -1.93304 -5.57733 -1.99062 0.09 0.04 -0.08
H -4.20284 5.69208 -4.40485 0.03 0.08 0.19
H 5.29485 -4.71340 -3.27947 0.10 0.08 0.09
C 8.15747 1.19275 -1.11981 0.01 -0.36 0.61
C 9.17348 2.30250 -1.26809 0.85 0.43 0.39
H -6.64688 -1.16845 2.45400 0.09 0.14 -0.02
H -3.18037 -3.43311 2.21345 0.03 0.08 0.00
H 0.12030 -0.47348 5.37289 0.12 0.22 -0.40
H 4.70110 -2.37114 8.92035 0.16 -0.12 -0.17
H -6.28210 -0.47479 -1.45007 0.12 0.00 0.00
H 6.91963 4.57954 -3.38311 -0.01 0.00 0.04
H -8.29992 -1.13159 -0.92191 0.04 0.09 0.03
N -3.04342 3.98776 -4.95534 0.39 -0.01 0.47
C 2.17080 1.38623 2.63017 -0.42 0.05 0.01
H 4.93174 2.99314 -3.26555 -0.18 -0.01 -0.04
O -0.28975 -0.19322 -0.96394 0.32 0.27 -0.01
Hg -1.69621 0.18792 3.17473 -0.05 0.48 1.30
H 2.15644 -2.04948 4.96845 0.09 -0.16 0.18
C 6.83654 1.52194 -1.80997 0.70 0.00 -0.40
C -9.46857 -0.51491 0.73881 -0.69 -0.57 0.20
H -2.24221 0.86911 -5.32471 0.13 -0.35 -0.12
H -9.01684 -0.83256 2.85187 0.10 -0.04 -0.11
C 3.47768 -2.89065 -3.75964 -0.42 0.12 0.12
H -3.08323 -3.95031 -5.79263 0.12 0.03 0.00
C -4.68675 -0.50724 3.13063 -0.68 -1.30 0.00
H -3.84174 0.62414 -2.88734 0.01 0.00 0.06
H 4.68611 2.85836 0.23097 0.01 0.04 -0.02
N -1.66663 0.58203 -4.52960 -0.79 0.09 -0.02
H 8.01729 -0.80402 -1.47801 0.05 -0.06 -0.14
O 1.88102 -0.64258 1.02743 -0.17 0.04 0.38
H -0.87170 -2.19944 -1.40607 0.09 -0.08 0.25
H -3.15695 -4.90041 -4.32672 0.08 0.11 0.28
H 9.03933 3.11297 -0.54768 -0.40 -0.01 -0.13
B -1.45571 1.99087 5.07247 -0.92 0.32 0.67
H 5.27288 0.92727 4.00524 0.16 -0.16 0.08
H 3.32608 -1.92938 -1.10416 -0.65 -0.08 -0.10
H 4.93703 -1.45401 5.03068 0.43 -0.08 0.03
H -10.28980 0.34566 2.56057 -0.08 -0.15 -0.12
H -1.33112 -5.62796 -0.33383 0.04 0.05 -0.05
O 6.14779 2.55858 -1.14760 -0.05 -0.24 0.00
C -1.01616 -5.50053 -1.38485 -0.40 -0.39 0.26
C -1.35707 2.22243 -0.59003 0.27 -0.17 -0.32
H -9.91761 -2.49107 1.04013 -0.01 -0.02 -0.03
H -3.70313 3.32175 3.50645 -0.35 0.04 -0.06
C -6.03194 -1.20299 3.35423 -0.29 0.20 0.13
H 3.87978 -0.59640 6.11846 0.08 -0.07 0.01
H -5.30859 -0.62497 0.04611 -0.04 -0.08 -0.09
H 3.76720 4.94337 -1.41048 -0.03 -0.04 -0.10
H 0.95027 -3.18116 5.64009 0.09 -0.04 0.03
H -1.13799 -7.90281 -0.60786 0.02 0.02 -0.08
F -0.58285 3.13608 -0.01563 -0.47 -0.20 -0.24
H 5.79282 0.65801 7.04582 -0.07 0.46 -0.13
H 1.62399 2.19920 -2.60648 0.07 0.20 0.23
H -4.32448 3.34308 1.79185 -0.17 -0.17 0.05
C 5.52926 -3.95943 -4.04075 -0.21 -0.47 -0.61
H 0.50200 -4.24755 0.38508 0.02 0.28 0.07
C -0.36594 -4.16169 -1.57885 0.23 0.52 -0.85
C -5.37198 3.90161 -4.29711 -0.13 -0.27 -0.32
O 2.95805 3.62191 -3.25056 -0.23 0.11 0.37
O 5.22330 -1.84962 7.01641 0.27 -0.52 -0.22
H 0.93708 -0.95702 -2.93567 0.09 0.11 -0.14
C -3.75767 -0.30071 -3.45773 -0.09 -0.69 -0.40
H 1.64901 -4.54745 -0.89991 -0.10 -0.09 -0.03
H 6.15458 2.11749 0.89567 0.02 0.03 -0.04
H -4.14712 -1.14699 -2.88701 -0.05 0.15 0.18
H -2.53726 4.83284 -2.54375 -0.04 0.14 -0.16
H 0.17082 -8.51737 -1.59996 -0.03 -0.08 -0.37
C 4.82307 5.10630 -3.14913 -0.88 0.36 0.06
C 5.48610 2.14751 0.02858 -0.14 -0.12 0.22
O -3.59914 1.51125 2.52210 -0.59 0.22 -0.13
C -9.34134 -0.03888 2.17489 -0.10 0.50 0.21
H 1.14878 -2.53747 -2.75227 0.12 -0.03 -0.04
O -0.10057 -6.51193 -1.73136 0.13 -0.05 0.00
C -3.59449 2.93394 2.49151 0.77 0.16 0.39
C 2.85662 -1.58552 -3.28034 0.56 -0.30 0.43
H 4.14116 5.87256 -3.54318 0.21 0.12 0.04
H -1.02549 -1.99914 -4.76702 -0.01 -0.03 -0.31
C 3.35242 -1.17872 -1.89595 1.27 0.53 -0.07
F 2.12519 0.48850 3.62749 -0.11 0.23 0.02
N 8.71937 -0.08117 -1.60832 -0.51 0.17 -0.19
H -7.74339 -1.81521 0.58978 -0.09 0.08 0.18
C -4.87809 0.96316 2.84276 0.76 0.02 -0.14
H -0.04992 -3.54338 2.56574 -0.14 -0.37 0.17
C -6.04772 -0.01218 -0.48636 0.10 -0.05 -0.11
H 6.59722 6.29728 -3.07904 0.03 -0.01 0.04
H -2.12626 4.32525 -4.67973 0.04 -0.06 -0.11
N -1.34315 -3.09739 -1.41760 -0.24 0.46 0.26
H 5.22286 -4.37983 -5.01349 -0.05 0.04 0.11
H 3.70837 -1.09454 8.23250 0.07 -0.03 -0.19
H -2.02145 -3.00249 -2.17037 0.20 -0.56 -0.10
H 4.42083 -0.91759 -1.93638 -0.07 -0.11 -0.26
N -0.20186 0.70699 1.48849 -0.51 0.15 -2.41
H -3.77240 3.57934 -2.27756 0.25 -0.04 -0.18
C 4.73318 -1.49216 8.27739 -0.29 0.33 0.58
H 2.51315 1.75237 -4.04217 0.15 0.06 0.05
H -5.30163 1.46102 3.72552 0.07 0.05 -0.01
C 4.29103 3.78795 -3.67980 0.39 -0.59 -0.23
H -9.93665 0.26699 0.13695 0.24 0.16 -0.01
H -4.38536 -0.22797 -4.35286 0.04 0.16 0.00
C 6.23909 5.40814 -3.59461 -0.15 0.02 -0.24
C 1.37383 -2.76725 4.72293 -0.32 0.25 -0.28
H -3.03046 6.19088 -0.59966 -0.15 0.12 0.13
F 3.44769 1.61676 2.34300 -0.15 0.03 -0.04
H 7.91378 1.08715 -0.05112 0.08 0.15 0.00
O -4.42259 5.47958 -1.93649 0.08 0.00 -0.08
H 5.34597 -0.73686 8.78547 0.05 -0.03 -0.13
O -2.32081 -0.02577 0.39394 -0.05 0.16 0.20
N 7.21279 0.00815 5.68885 -0.31 -0.35 0.00
H -2.59423 3.24250 2.18521 -0.06 -0.07 -0.13
C -2.34571 -3.06312 1.59604 -0.80 0.35 0.46
C 5.27844 1.32936 5.02371 -0.14 0.27 -0.28
S -1.02254 0.48725 0.05575 -0.63 -0.21 1.01
H -3.13582 4.21349 -5.93725 -0.26 0.02 0.01
H -5.58088 3.79697 -5.36534 -0.13 0.18 0.03
C -4.05942 4.64557 -4.11445 0.04 -0.30 -0.69
H 5.92095 2.20829 5.00582 -0.13 0.09 0.09
N 4.71536 5.16435 -1.69113 0.40 0.02 0.06
H 6.60317 -3.80282 -4.10649 0.01 0.22 0.26
C -3.60166 4.58893 -2.67875 -0.56 0.05 0.68
H 4.24179 1.60833 5.22012 0.09 0.15 0.20
H 6.25122 5.61214 -4.66751 0.13 -0.10 0.00
C -2.10058 -1.81191 -4.69236 -0.32 0.24 0.62
H 3.22623 -0.80749 -3.95538 -0.52 0.06 -0.22
H -0.76208 1.77370 4.09671 0.63 0.11 -0.54
H -0.98030 -1.62772 5.46971 -0.23 0.12 -0.12
N 1.41682 -1.75574 -3.33901 -0.46 0.17 -0.29
O 1.75006 1.59510 0.06384 -0.43 0.48 -0.04
H 7.52852 -0.71869 6.32807 0.02 0.16 0.12
F -1.12969 2.19140 -1.91081 -0.11 0.31 0.53
H -11.19633 -1.51452 1.10624 -0.11 -0.09 -0.17
H -1.57189 -4.36341 -4.95771 0.02 0.01 0.10
N -3.73281 -0.73906 4.25225 -0.82 -0.03 -0.58
H -3.75899 4.67450 -0.14658 -0.44 0.03 0.27
H 3.09839 -3.15909 -4.75414 -0.06 0.08 0.00
H -6.61281 -0.73761 4.15735 0.09 -0.01 0.02
H -2.43610 1.27659 5.12241 -0.19 -0.21 0.09
C 2.60334 2.27242 -3.07369 -0.01 -0.33 -0.61
H -4.26661 -1.05525 2.27927 0.27 0.56 -0.19
H -5.60660 0.96697 -0.67140 -0.01 0.02 0.06
H -3.74972 -1.73827 4.44189 0.21 0.01 -0.06
H -0.84415 1.81825 6.09723 0.35 -0.16 -0.08
H -1.91893 3.09883 4.97597 0.23 0.21 -0.13
O 4.87099 -2.74763 -3.79340 0.39 0.01 0.29
C -0.64644 -7.80226 -1.58883 -0.23 0.31 0.59
H 3.14790 -3.68456 -3.06447 0.29 -0.08 -0.02
C 0.78876 -3.93308 -0.62325 0.37 -0.50 0.15
H 4.31432 3.68732 -4.77564 0.20 0.26 0.02
H 7.06785 1.89985 -2.80972 -0.15 -0.09 -0.06
O -1.53373 -2.17981 2.37217 0.26 -0.89 0.44
H -1.80435 -3.94012 1.25053 0.28 0.22 -0.20
H 9.22990 2.74908 -2.26215 -0.22 -0.19 -0.09
C -0.67870 -2.94231 3.22979 0.84 0.46 -0.49
C 5.80036 0.31706 6.00789 0.65 -0.99 -0.12
F -2.64416 2.52217 -0.38068 0.47 -0.04 0.00
H -1.40877 -7.98714 -2.35256 0.16 -0.22 -0.12
C 4.92771 -0.93403 5.99211 -1.15 0.65 0.21
H 1.81309 -3.57467 4.13712 0.03 0.02 -0.01
F 1.58285 2.51205 3.01178 0.19 -0.13 0.07
H -4.11250 -0.30050 5.08973 0.35 0.21 0.01
H 5.03727 1.15625 -0.09617 -0.04 0.00 -0.04
O -7.22147 0.16438 0.27301 -0.09 0.31 0.11
C 0.29801 -2.01246 3.93891 -0.05 -0.26 0.18
H 9.49861 -0.35429 -1.02123 0.08 0.12 -0.05
H -4.74933 6.22381 -0.09798 0.00 -0.15 0.30
H 10.18232 1.93922 -1.04056 -0.10 -0.19 -0.10
H -5.28891 2.87687 -3.92476 0.10 0.06 0.13
H -5.89767 -2.25882 3.59991 0.13 0.04 0.06
H -5.53188 1.13122 1.98440 -0.24 -0.21 0.11
H 6.22517 0.61583 -1.91776 -0.14 0.11 0.12
H -1.72551 -0.63232 -2.92102 -0.07 -0.49 0.00
N -10.35096 -1.69742 0.57423 0.24 0.33 0.36
C -2.30799 -0.57514 -3.84524 0.48 1.31 0.21
H 7.21082 -0.47347 4.78970 0.11 0.24 -0.08
H 3.36026 1.75268 -2.47807 -0.12 -0.02 0.14
C -3.98532 5.64290 -0.60184 0.67 0.05 -0.74
```
Forces are in eV/Å.